{
  "formula": "C4H12N2O",
  "method": "the ωB97M-V functional and the def2-TZVPD basis",
  "e_homo_ha": -0.3080,
  "spin_multiplicity": 1,
  "total_energy_ha": -344.2750,
  "smiles": "NC[C@H](N)CCO",
  "orbital_gap_ev": 9.2,
  "elements": ["N", "C", "C", "C", "O", "C", "N", "H", "H", "H", "H", "H", "H", "H", "H", "H", "H", "H", "H"],
  "coordinates": [[0.559, -1.429, 0.149], [-0.091, -0.193, -0.353], [-0.752, 0.532, 0.949], [0.229, 1.533, 1.425], [1.258, 0.694, 2.004], [-1.154, -0.558, -1.461], [-0.313, -0.654, -2.761], [0.006, -2.196, 0.465], [1.264, -1.165, 0.888], [2.088, 1.074, 1.674], [0.580, 0.583, -0.657], [-0.952, -0.111, 1.747], [-1.585, 1.243, 0.540], [0.790, 2.173, 0.776], [-0.141, 2.065, 2.358], [-1.739, 0.278, -1.726], [-1.753, -1.465, -1.422], [0.130, 0.197, -3.022], [0.134, -1.527, -2.724]],
  "atomic_forces_ev_per_a": [[2.78, 1.57, -0.37], [-3.69, -2.10, 3.53], [-0.74, 3.28, -4.94], [0.68, -0.76, 3.92], [1.80, 0.29, -0.18], [4.06, 1.02, -2.17], [-3.39, -0.62, 1.37], [-0.83, 0.04, 0.09], [-1.34, -0.59, -1.14], [-0.13, -0.50, 0.59], [0.76, -0.25, -0.98], [-0.93, -1.01, 1.00], [0.46, -1.78, 0.99], [-0.74, 0.74, -0.99], [-0.03, 0.14, -1.51], [-1.24, 0.96, 0.53], [0.21, 0.04, 0.66], [0.80, 0.01, 0.06], [1.54, -0.47, -0.45]]
}



{
  "formula": "C4H12N2O",
  "method": "the ωB97M-V functional and the def2-TZVPD basis",
  "e_homo_ha": -0.3227,
  "spin_multiplicity": 1,
  "total_energy_ha": -344.3352,
  "smiles": "[H]/N=C\\NCCC.O",
  "orbital_gap_ev": 9.6,
  "elements": ["C", "C", "C", "N", "C", "N", "H", "H", "H", "H", "H", "H", "H", "H", "H", "H", "H", "H", "O"],
  "coordinates": [[1.233, 1.778, -0.069], [0.025, 1.406, -0.955], [0.054, 0.032, -1.521], [-0.002, -1.060, -0.555], [-1.225, -1.608, -0.322], [-1.673, -2.289, 0.658], [1.612, 0.910, 0.494], [2.109, 2.128, -0.624], [1.009, 2.459, 0.745], [-0.076, 2.203, -1.693], [-0.849, 1.564, -0.296], [-0.802, -0.083, -2.196], [0.905, -0.121, -2.205], [0.670, -0.962, 0.185], [-1.956, -1.547, -1.140], [-0.979, -2.678, 1.291], [0.421, -0.628, 3.373], [-0.713, -0.832, 2.389], [0.237, -0.671, 2.440]],
  "atomic_forces_ev_per_a": [[0.74, -1.05, 0.29], [0.13, 1.80, 1.86], [-0.03, -0.91, -1.59], [-0.15, 0.68, -0.92], [-0.56, -0.68, 0.43], [-0.04, -0.88, -0.05], [-0.21, -0.02, -0.24], [-0.28, 0.17, -0.09], [-0.23, 0.48, -0.27], [-0.01, -0.35, -0.45], [0.03, -0.49, -0.37], [-0.01, -0.07, 0.20], [0.09, 0.19, 0.41], [-0.15, -0.34, 0.55], [0.41, 0.81, 0.03], [0.26, 0.63, 0.20], [0.21, 0.05, 0.53], [-0.08, -0.03, -0.18], [-0.10, 0.02, -0.34]]
}



{
  "formula": "C4H12N2O",
  "method": "the ωB97M-V functional and the def2-TZVPD basis",
  "e_homo_ha": -0.2599,
  "spin_multiplicity": 1,
  "total_energy_ha": -344.1893,
  "orbital_gap_ev": 8.0,
  "elements": ["C", "O", "H", "H", "H", "H", "C", "N", "C", "N", "C", "H", "H", "H", "H", "H", "H", "H", "H"],
  "coordinates": [[-2.842, 0.281, 0.151], [-1.561, -0.299, -0.035], [-0.056, -0.554, -1.264], [-3.198, 0.137, 1.177], [-3.542, -0.211, -0.526], [-2.832, 1.357, -0.057], [0.873, 0.495, 1.314], [0.929, -0.851, -0.924], [1.450, 0.574, 0.071], [0.716, -2.119, -0.283], [1.983, 1.468, -0.767], [1.608, -0.971, -1.672], [-0.197, -2.037, 0.161], [1.410, -2.210, 0.453], [0.704, 1.425, 1.842], [-0.838, 0.116, 0.616], [1.051, -0.372, 1.942], [2.573, 2.280, -0.369], [1.770, 1.489, -1.829]],
  "atomic_forces_ev_per_a": [[0.20, 0.05, 0.18], [1.00, 0.56, 0.91], [1.92, -0.44, 0.42], [0.00, -0.02, -0.06], [0.07, 0.05, 0.01], [-0.03, -0.09, -0.05], [0.30, -0.36, 0.27], [-1.42, 0.97, 0.15], [-1.01, -0.26, -0.70], [0.02, 0.24, 0.00], [0.16, -0.07, -0.02], [-0.22, 0.09, -0.08], [0.11, -0.05, 0.03], [-0.05, 0.06, -0.03], [0.07, 0.04, -0.07], [-1.14, -0.54, -1.03], [-0.05, -0.04, 0.05], [-0.07, 0.01, 0.07], [0.14, -0.20, -0.03]]
}



{
  "formula": "C4H12N2O",
  "method": "the ωB97M-V functional and the def2-TZVPD basis",
  "e_homo_ha": [-0.2490, -0.2502],
  "spin_multiplicity": 1,
  "total_energy_ha": -344.1255,
  "orbital_gap_ev": [7.3, 7.3],
  "elements": ["C", "C", "C", "C", "N", "N", "O", "H", "H", "H", "H", "H", "H", "H", "H", "H", "H", "H", "H"],
  "coordinates": [[0.585, 0.229, 0.109], [2.247, -1.115, -0.178], [-2.751, 0.662, 0.393], [0.417, 1.081, -1.116], [0.154, -1.032, 0.256], [-1.416, 0.341, 0.850], [2.711, -1.493, 1.050], [2.072, -2.109, 1.432], [-0.340, -1.322, -0.590], [-1.406, 0.131, 1.846], [1.082, 0.661, 0.969], [2.850, -0.305, -0.579], [2.056, -1.907, -0.900], [-3.479, -0.152, 0.538], [-2.730, 0.881, -0.681], [-3.172, 1.554, 0.888], [1.307, 1.041, -1.753], [0.246, 2.119, -0.836], [-0.436, 0.735, -1.701]],
  "atomic_forces_ev_per_a": [[0.10, -0.08, 0.00], [-0.75, 0.07, 0.24], [-0.10, 0.13, 0.14], [-0.03, -0.08, 0.01], [0.58, 0.12, -0.06], [0.31, -0.25, -0.23], [-0.15, 0.05, -0.16], [0.05, 0.03, -0.03], [0.03, 0.06, -0.02], [-0.06, 0.05, -0.04], [0.00, -0.03, 0.02], [-0.08, 0.02, 0.02], [0.03, 0.02, 0.06], [0.08, 0.05, -0.02], [-0.01, -0.01, 0.03], [0.01, -0.07, -0.06], [-0.03, -0.02, 0.04], [0.01, -0.06, 0.01], [0.01, -0.02, 0.05]]
}



Copy entry 4 word for word.
{
  "formula": "C4H12N2O",
  "method": "the ωB97M-V functional and the def2-TZVPD basis",
  "e_homo_ha": [-0.2490, -0.2502],
  "spin_multiplicity": 1,
  "total_energy_ha": -344.1255,
  "orbital_gap_ev": [7.3, 7.3],
  "elements": ["C", "C", "C", "C", "N", "N", "O", "H", "H", "H", "H", "H", "H", "H", "H", "H", "H", "H", "H"],
  "coordinates": [[0.585, 0.229, 0.109], [2.247, -1.115, -0.178], [-2.751, 0.662, 0.393], [0.417, 1.081, -1.116], [0.154, -1.032, 0.256], [-1.416, 0.341, 0.850], [2.711, -1.493, 1.050], [2.072, -2.109, 1.432], [-0.340, -1.322, -0.590], [-1.406, 0.131, 1.846], [1.082, 0.661, 0.969], [2.850, -0.305, -0.579], [2.056, -1.907, -0.900], [-3.479, -0.152, 0.538], [-2.730, 0.881, -0.681], [-3.172, 1.554, 0.888], [1.307, 1.041, -1.753], [0.246, 2.119, -0.836], [-0.436, 0.735, -1.701]],
  "atomic_forces_ev_per_a": [[0.10, -0.08, 0.00], [-0.75, 0.07, 0.24], [-0.10, 0.13, 0.14], [-0.03, -0.08, 0.01], [0.58, 0.12, -0.06], [0.31, -0.25, -0.23], [-0.15, 0.05, -0.16], [0.05, 0.03, -0.03], [0.03, 0.06, -0.02], [-0.06, 0.05, -0.04], [0.00, -0.03, 0.02], [-0.08, 0.02, 0.02], [0.03, 0.02, 0.06], [0.08, 0.05, -0.02], [-0.01, -0.01, 0.03], [0.01, -0.07, -0.06], [-0.03, -0.02, 0.04], [0.01, -0.06, 0.01], [0.01, -0.02, 0.05]]
}



What is the formula in the fourth record? C4H12N2O